Record 1
{
  "formula": "C5H8O",
  "method": "ωB97M-V/def2-TZVPD",
  "species": ["C", "C", "C", "C", "O", "C", "H", "H", "H", "H", "H", "H", "H", "H"],
  "positions_angstrom": [[-0.348160, 0.214453, 1.696749], [-0.677944, -0.493043, 0.389390], [-0.515379, -0.007329, -1.046164], [0.716977, 0.858887, -1.205087], [1.516688, -0.078060, -0.449592], [0.432163, -1.010857, -0.454823], [0.659512, -0.083582, 2.007384], [-1.050150, -0.094684, 2.480473], [-0.367810, 1.308106, 1.639493], [-1.529365, -1.172879, 0.433505], [-1.284890, -0.154871, -1.796252], [0.713072, 1.873839, -0.788589], [1.068940, 0.889998, -2.244342], [0.666346, -2.049978, -0.662148]],
  "forces_ev_per_a": [[-0.001, 0.073, -0.037], [0.024, -0.115, 0.108], [-0.176, 0.081, -0.158], [-0.059, 0.279, -0.062], [0.137, -0.070, -0.019], [-0.008, -0.450, 0.032], [-0.186, 0.171, 0.023], [0.123, 0.114, -0.195], [-0.049, -0.168, -0.074], [0.217, 0.039, 0.015], [0.098, 0.079, 0.178], [0.034, -0.195, 0.067], [-0.070, 0.021, 0.179], [-0.083, 0.141, -0.057]],
  "lumo_energy_ev": 1.11,
  "homo_lumo_gap_ev": 10.37,
  "multiplicity": 1,
  "charge": 0,
  "energy_ha": -270.46626,
  "largest_force_ev_per_a": 0.45
}

=====

Record 2
{
  "formula": "C4H9NO2",
  "method": "ωB97M-V/def2-TZVPD",
  "species": ["C", "C", "C", "C", "N", "O", "O", "H", "H", "H", "H", "H", "H", "H", "H", "H"],
  "positions_angstrom": [[-2.104102, 0.132817, -0.322196], [-0.753314, -0.260188, -0.875120], [0.187865, -1.080246, 0.011870], [1.200391, 0.051470, -0.228318], [1.812965, 0.604595, 0.921398], [2.220265, -0.216374, -1.142524], [0.180895, 0.846332, -0.887146], [-1.988193, 0.616802, 0.653532], [-2.737135, -0.753296, -0.200245], [-2.614033, 0.829034, -0.995805], [-0.862605, -0.675562, -1.886858], [-0.142598, -1.151176, 1.053198], [0.509446, -2.058815, -0.347135], [2.443909, 1.353674, 0.656226], [1.120148, 0.954649, 1.572973], [1.854923, 0.021331, -2.004830]],
  "forces_ev_per_a": [[-0.013, 0.010, 0.021], [-0.289, -0.156, -0.062], [0.006, -0.095, 0.046], [0.024, -0.099, 0.210], [-0.105, 0.184, -0.030], [-0.048, 0.030, -0.190], [0.044, 0.113, 0.000], [-0.009, -0.077, -0.116], [0.087, 0.106, -0.034], [0.085, -0.079, 0.100], [0.026, 0.071, 0.132], [0.071, 0.037, -0.166], [-0.058, 0.142, 0.036], [-0.038, -0.068, 0.039], [0.083, -0.050, -0.058], [0.135, -0.070, 0.071]],
  "lumo_energy_ev": 0.93,
  "homo_lumo_gap_ev": 10.72,
  "multiplicity": 1,
  "charge": 0,
  "energy_ha": -363.03495,
  "largest_force_ev_per_a": 0.33
}

=====

Record 3
{
  "formula": "C5H8NO2",
  "method": "ωB97M-V/def2-TZVPD",
  "species": ["O", "C", "O", "C", "C", "C", "C", "N", "H", "H", "H", "H", "H", "H", "H", "H"],
  "positions_angstrom": [[-2.618946, 0.302102, -1.501912], [-1.487000, -0.167115, -1.715764], [-1.108820, -0.952505, -2.617758], [-0.378057, 0.355931, -0.756694], [0.891155, -0.522726, -0.580930], [1.186569, -0.545993, 0.915699], [0.147323, 0.408642, 1.542557], [-0.932691, 0.366206, 0.594043], [-0.017510, 1.352295, -1.057787], [0.687628, -1.466129, -1.077440], [1.674739, -0.005996, -1.128873], [1.085518, -1.523715, 1.382818], [2.173510, -0.127805, 1.140004], [0.576982, 1.436276, 1.617629], [-0.150723, 0.113760, 2.555751], [-1.729670, 0.976778, 0.688656]],
  "forces_ev_per_a": [[-0.333, 0.131, 0.070], [0.719, 0.138, -0.673], [-0.113, 0.033, 0.200], [-0.016, -0.576, 0.878], [-0.618, 0.637, -0.710], [-0.004, 0.569, 0.578], [-0.074, 0.715, -0.309], [-0.079, -0.474, 0.145], [-0.330, 0.190, -0.182], [0.172, -0.259, 0.213], [0.349, -0.285, -0.079], [0.106, -0.156, -0.166], [0.096, -0.417, -0.014], [0.117, -0.238, 0.086], [-0.080, -0.035, -0.139], [0.086, 0.026, 0.101]],
  "lumo_energy_ev": 3.95,
  "homo_lumo_gap_ev": 7.73,
  "multiplicity": 1,
  "charge": -1,
  "energy_ha": -400.60980,
  "largest_force_ev_per_a": 1.14
}

=====

Record 4
{
  "formula": "C22H66N2O12",
  "method": "ωB97M-V/def2-TZVPD",
  "species": ["C", "O", "C", "C", "N", "C", "C", "O", "C", "H", "H", "H", "H", "H", "H", "H", "H", "H", "H", "H", "H", "H", "H", "H", "C", "O", "C", "C", "N", "C", "C", "O", "C", "H", "H", "H", "H", "H", "H", "H", "H", "H", "H", "H", "H", "H", "H", "H", "C", "C", "O", "H", "H", "H", "H", "H", "H", "C", "C", "O", "H", "H", "H", "H", "H", "H", "C", "O", "H", "H", "H", "H", "C", "O", "H", "H", "H", "H", "C", "O", "H", "H", "H", "H", "C", "O", "H", "H", "H", "H", "C", "O", "H", "H", "H", "H", "C", "O", "H", "H", "H", "H"],
  "positions_angstrom": [[2.963523, 1.006420, -2.407978], [4.044483, 1.361490, -3.238078], [4.031663, 2.655390, -3.838298], [5.177903, 2.870770, -4.738778], [6.391123, 2.060250, -4.277518], [7.031533, 2.684550, -3.109768], [7.888243, 3.966080, -3.459118], [8.682453, 3.859600, -4.681058], [9.637233, 4.839940, -5.000768], [2.645423, 1.879080, -1.837568], [3.153163, 0.223360, -1.673838], [2.188723, 0.634370, -3.078338], [4.227883, 3.302450, -2.983358], [3.068033, 2.961900, -4.245208], [5.385383, 3.940670, -4.757898], [4.987013, 2.609520, -5.779638], [5.960933, 1.259440, -3.837368], [7.784033, 1.979940, -2.755708], [6.350943, 2.891940, -2.283998], [8.581923, 4.186170, -2.647658], [7.271283, 4.847010, -3.636418], [9.166183, 5.822800, -5.015138], [9.955353, 4.730220, -6.037518], [10.547233, 4.778050, -4.403958], [-5.911397, -2.388820, -5.959038], [-5.503747, -1.105300, -5.605778], [-4.127027, -0.783370, -5.565728], [-3.723837, 0.678020, -5.125718], [-4.536977, 1.072990, -3.931648], [-3.735467, 2.033670, -3.237768], [-4.428007, 2.545780, -1.938518], [-4.579097, 1.491350, -0.942228], [-5.083747, 1.993220, 0.287142], [-5.489257, -2.582220, -6.945188], [-6.997067, -2.478620, -5.922158], [-5.481547, -3.197290, -5.367688], [-3.484497, -1.041890, -6.407408], [-3.665797, -1.418540, -4.809458], [-3.809957, 1.360840, -5.970968], [-2.671217, 0.723320, -4.846348], [-4.776327, 0.305040, -3.320868], [-3.425787, 2.882870, -3.846898], [-2.826687, 1.531430, -2.906138], [-5.342677, 3.119340, -2.088558], [-3.708857, 3.234350, -1.494908], [-4.405857, 2.719300, 0.735892], [-5.449207, 1.190990, 0.928202], [-5.926967, 2.662690, 0.117162], [-0.014357, -1.445830, 2.206242], [-1.057337, -0.474340, 2.911872], [-0.569867, -0.246750, 4.218162], [0.145093, -2.351440, 2.791512], [0.955893, -0.949720, 2.182102], [-0.425107, -1.628750, 1.213302], [-2.041807, -0.938920, 2.856292], [-1.189627, 0.492420, 2.426102], [-1.154307, 0.392330, 4.632412], [3.498553, 2.861840, 3.014922], [4.646923, 3.853720, 2.994802], [5.051123, 4.139830, 1.609912], [2.616863, 3.263050, 2.515172], [3.159543, 2.572540, 4.009642], [3.864063, 1.976740, 2.494252], [5.514173, 3.423120, 3.495362], [4.519893, 4.821740, 3.479482], [5.991173, 4.314260, 1.696382], [-5.801997, -2.612140, 0.910232], [-4.929167, -1.923900, 0.035992], [-6.627677, -2.888040, 0.254322], [-5.347257, -3.526850, 1.290542], [-6.245677, -1.964060, 1.666042], [-5.133887, -0.989930, 0.121942], [-2.764127, -4.877350, -2.619638], [-2.388107, -4.396000, -1.361988], [-3.837717, -4.694940, -2.666938], [-2.227737, -4.321120, -3.388378], [-2.461757, -5.920000, -2.717458], [-3.099597, -3.785690, -1.154898], [1.761663, -6.901060, 1.708712], [2.088303, -6.150330, 2.832822], [0.754873, -6.809010, 1.301292], [2.490843, -6.642250, 0.940982], [1.839693, -7.916640, 2.096812], [3.032973, -5.984120, 2.872572], [1.572373, -2.582150, 7.905022], [2.281673, -1.389270, 7.615662], [0.593733, -2.676720, 7.434462], [2.216563, -3.377610, 7.530372], [1.525373, -2.642670, 8.992322], [2.034783, -1.058450, 6.748952], [-2.962257, 2.695100, 7.243092], [-3.527307, 2.356720, 6.020432], [-2.459587, 1.875020, 7.755822], [-2.421767, 3.623130, 7.056712], [-3.732777, 3.010940, 7.946392], [-4.443137, 2.605070, 6.165942], [-3.840607, -4.777360, 5.664852], [-4.477157, -5.866560, 5.238762], [-3.869497, -3.896600, 5.023352], [-4.141187, -4.388610, 6.637802], [-2.806397, -5.120380, 5.694192], [-4.187977, -6.062550, 4.344582]],
  "forces_ev_per_a": [[-0.555, 0.661, -0.616], [0.709, -0.974, -0.551], [-0.754, 0.270, 2.508], [1.926, -1.110, -0.893], [-1.040, 1.579, 0.276], [1.971, 0.770, -1.350], [0.346, 0.400, -1.107], [-0.638, -1.607, 0.272], [-0.651, 0.198, -0.071], [-0.360, 0.115, 0.007], [0.786, -0.045, -0.313], [-0.569, 0.129, 0.300], [-0.380, 0.577, 0.215], [-0.172, -0.330, -0.261], [0.270, -0.017, 0.084], [-0.083, -0.302, 0.031], [-0.054, -0.567, -0.443], [-0.170, -0.282, 0.132], [-0.037, 0.364, 0.141], [-0.138, -0.036, 0.362], [-0.368, 0.139, 0.366], [0.193, 0.429, 0.572], [-0.156, -0.599, -0.061], [-0.083, 0.241, 0.425], [1.230, -0.501, -0.754], [-0.073, 1.966, 0.350], [1.461, -0.215, 1.316], [-2.306, -1.635, 0.412], [0.477, 0.822, -2.113], [-0.949, -0.171, 2.448], [1.399, -0.245, 0.454], [-0.416, 0.218, -0.727], [-0.403, 1.026, -0.947], [-0.549, -0.266, -0.543], [0.163, 0.331, -0.135], [0.106, 0.072, 0.714], [-0.702, -0.016, -1.002], [-0.024, -0.282, 0.561], [-0.556, 0.314, 0.197], [0.341, -0.646, -0.133], [0.189, -0.262, -0.183], [-0.366, 0.033, -0.152], [0.593, 0.190, 0.241], [-0.346, -0.412, -0.199], [0.115, 0.419, 0.058], [0.681, -0.582, 0.533], [0.553, 0.002, 0.037], [-0.641, -0.210, -0.321], [-1.158, 1.714, 0.705], [1.273, -1.112, -0.735], [-0.262, -0.091, 0.404], [-0.457, -0.069, -0.114], [-0.048, 0.100, -0.345], [0.433, -0.339, -0.054], [-0.166, -0.275, 0.478], [0.395, -0.001, -0.527], [-0.030, 0.081, 0.226], [0.065, 0.421, -0.232], [0.787, 0.244, -0.564], [-0.363, -0.443, 1.032], [0.092, -0.034, -0.238], [0.346, 0.110, 0.142], [-0.299, -0.081, -0.037], [0.022, -0.291, 0.117], [-0.723, -0.055, 0.150], [0.064, 0.115, -0.390], [-1.056, -0.101, -1.148], [0.821, 0.324, 0.349], [-0.454, -0.546, 0.357], [0.130, 0.314, 0.231], [0.408, -0.167, 0.397], [0.258, 0.117, -0.318], [0.151, 0.123, -0.307], [0.141, 0.320, 0.942], [-0.087, -0.628, -0.876], [-0.193, 0.081, -0.362], [-0.401, -0.098, 0.024], [0.332, 0.308, 0.631], [0.931, -1.127, -0.084], [-0.669, 1.740, 1.307], [-0.060, 0.746, 0.446], [-0.201, -0.613, -0.464], [0.128, -0.623, -1.015], [-0.139, -0.108, -0.188], [1.012, -0.230, -0.166], [-0.305, 0.761, -0.014], [-0.080, 0.271, 0.135], [-0.315, -0.567, 0.165], [-0.292, -0.146, -0.102], [-0.054, -0.078, -0.059], [-0.034, 1.255, 1.146], [-1.059, -0.690, -0.636], [0.554, 0.130, -0.449], [0.986, -0.332, 0.532], [-0.233, -0.084, 0.210], [-0.172, -0.310, -0.824], [2.928, 2.188, 0.745], [-3.041, -2.479, -1.115], [-0.245, 0.068, -0.481], [-0.284, -0.648, 0.146], [0.738, 0.995, 0.648], [-0.082, -0.114, 0.047]],
  "lumo_energy_ev": 0.26,
  "homo_lumo_gap_ev": 9.08,
  "multiplicity": 1,
  "charge": 0,
  "energy_ha": -1889.81744,
  "largest_force_ev_per_a": 4.08
}

=====

Please write out number 2 again, unchanged.
{
  "formula": "C4H9NO2",
  "method": "ωB97M-V/def2-TZVPD",
  "species": ["C", "C", "C", "C", "N", "O", "O", "H", "H", "H", "H", "H", "H", "H", "H", "H"],
  "positions_angstrom": [[-2.104102, 0.132817, -0.322196], [-0.753314, -0.260188, -0.875120], [0.187865, -1.080246, 0.011870], [1.200391, 0.051470, -0.228318], [1.812965, 0.604595, 0.921398], [2.220265, -0.216374, -1.142524], [0.180895, 0.846332, -0.887146], [-1.988193, 0.616802, 0.653532], [-2.737135, -0.753296, -0.200245], [-2.614033, 0.829034, -0.995805], [-0.862605, -0.675562, -1.886858], [-0.142598, -1.151176, 1.053198], [0.509446, -2.058815, -0.347135], [2.443909, 1.353674, 0.656226], [1.120148, 0.954649, 1.572973], [1.854923, 0.021331, -2.004830]],
  "forces_ev_per_a": [[-0.013, 0.010, 0.021], [-0.289, -0.156, -0.062], [0.006, -0.095, 0.046], [0.024, -0.099, 0.210], [-0.105, 0.184, -0.030], [-0.048, 0.030, -0.190], [0.044, 0.113, 0.000], [-0.009, -0.077, -0.116], [0.087, 0.106, -0.034], [0.085, -0.079, 0.100], [0.026, 0.071, 0.132], [0.071, 0.037, -0.166], [-0.058, 0.142, 0.036], [-0.038, -0.068, 0.039], [0.083, -0.050, -0.058], [0.135, -0.070, 0.071]],
  "lumo_energy_ev": 0.93,
  "homo_lumo_gap_ev": 10.72,
  "multiplicity": 1,
  "charge": 0,
  "energy_ha": -363.03495,
  "largest_force_ev_per_a": 0.33
}